(1)
{"formula": "C39H40AsN9OS2Sc", "method": "ωB97M-V with the def2-TZVPD basis set", "symbols": ["Sc", "C", "N", "C", "C", "N", "C", "C", "C", "C", "C", "C", "N", "C", "N", "C", "C", "C", "C", "C", "C", "N", "H", "H", "H", "H", "H", "H", "H", "H", "H", "H", "H", "H", "H", "H", "H", "S", "C", "C", "C", "C", "C", "C", "N", "C", "C", "C", "C", "C", "C", "C", "C", "N", "C", "C", "C", "C", "C", "S", "C", "H", "H", "H", "H", "H", "H", "H", "H", "H", "H", "H", "H", "C", "As", "C", "C", "O", "H", "H", "H", "H", "H", "H", "H", "H", "H", "N", "N", "H", "H", "H", "H"], "coordinates": [[0.039105, 0.523503, -0.108914], [3.090395, 0.350902, 0.597225], [2.409952, 0.543163, -0.689216], [2.658226, 1.856054, -1.375757], [1.413247, 2.641741, -1.710923], [0.112861, 2.248709, -1.534709], [-0.623031, 3.254940, -2.196880], [-1.988408, 3.541690, -2.123874], [-2.489173, 4.709603, -2.718378], [-1.665065, 5.547601, -3.491763], [-0.290133, 5.241002, -3.473061], [0.243146, 4.171095, -2.780872], [1.538398, 3.814396, -2.422528], [2.275756, 0.990506, 1.718881], [0.909573, 1.204923, 1.802684], [0.661573, 1.820434, 3.036062], [-0.512834, 2.468096, 3.482676], [-0.343324, 3.470690, 4.431700], [0.926386, 3.684871, 5.061126], [2.058530, 2.870605, 4.766828], [1.871635, 2.028477, 3.707257], [2.840748, 1.477887, 2.828078], [4.095480, 0.746714, 0.657701], [3.079665, -0.723828, 0.917224], [2.672326, -0.198518, -1.331814], [3.213637, 1.641821, -2.258192], [3.265898, 2.506016, -0.731484], [-2.569965, 2.803632, -1.642929], [-3.540966, 5.011687, -2.414443], [-2.126930, 6.392849, -4.033428], [0.389419, 5.877021, -4.013535], [2.457227, 4.182429, -2.715936], [-1.411698, 2.177413, 2.969023], [-1.084676, 4.153268, 4.854432], [1.028339, 4.427771, 5.828938], [3.018618, 3.210252, 5.117709], [3.815872, 1.313467, 3.072440], [2.652876, -1.551264, -6.006130], [2.481090, -0.212580, -7.126509], [1.312254, 0.507584, -6.888401], [0.679122, 0.140695, -5.676257], [1.210773, -1.025887, -5.181380], [0.760929, -1.655457, -3.916070], [0.188781, -0.762695, -2.979805], [-0.034996, -1.049867, -1.683124], [0.201712, -2.341460, -1.322721], [0.512897, -3.408843, -2.232515], [0.335776, -4.767124, -1.833639], [0.007715, -5.074489, -0.494417], [-0.056817, -4.026001, 0.465038], [-0.304211, -4.210340, 1.823742], [-0.601583, -3.138004, 2.654534], [-0.436792, -1.848245, 2.144474], [-0.028834, -1.597414, 0.901676], [-0.006044, -2.651389, 0.064343], [-1.129896, -3.268799, 3.979222], [-0.533161, -2.596455, 5.033153], [-1.085813, -3.010764, 6.291182], [-2.054383, -3.985463, 6.153099], [-2.404217, -4.372144, 4.483371], [0.927013, -3.015038, -3.516004], [3.171417, -0.140963, -7.972288], [0.859165, 1.238435, -7.542805], [-0.265091, 0.562536, -5.379171], [-0.033598, 0.226856, -3.343420], [0.370134, -5.572690, -2.535641], [-0.036058, -6.078490, -0.152708], [-0.422243, -5.222463, 2.210823], [-0.589068, -0.970188, 2.797535], [0.140990, -1.769493, 4.931567], [-0.727514, -2.575909, 7.220815], [-2.573615, -4.518152, 6.947615], [1.467523, -3.735220, -4.149825], [-4.479043, 2.107237, 1.161217], [-3.734568, 0.513408, 0.316996], [-3.973658, -1.098205, 1.371155], [-4.374876, 0.544989, -1.462716], [-1.973343, 0.674626, 0.159610], [-5.467668, 1.908786, 1.627965], [-4.433676, 2.865739, 0.444815], [-3.786835, 2.410490, 2.007271], [-4.929724, -1.180193, 1.903679], [-3.178974, -1.067755, 2.124824], [-3.906299, -2.005881, 0.725500], [-5.423018, 0.861382, -1.665416], [-4.129511, -0.414586, -1.965105], [-3.767186, 1.260715, -2.002901], [3.245301, -4.304450, 1.009371], [3.768519, -2.972377, 0.690112], [2.501043, -4.017785, 1.716850], [3.917910, -4.738406, 1.661638], [4.082226, -3.038356, -0.268377], [4.647341, -2.815078, 1.192809]], "atomic_forces_ev_per_a": [[-2.19, -0.26, 0.43], [-1.44, -0.42, 1.59], [-0.62, 0.48, 0.00], [-0.40, -0.04, 1.54], [-1.09, 0.09, -0.97], [2.78, 0.84, -0.32], [-0.17, 0.11, 0.66], [0.73, 0.64, -0.93], [-1.15, -0.33, 1.15], [0.51, -0.94, 0.72], [-0.24, 1.47, -1.05], [-0.89, 0.39, 0.04], [0.17, -1.88, 0.58], [-1.88, 1.35, 1.15], [2.02, -1.05, -1.15], [0.08, 0.79, 0.25], [0.90, 0.11, -0.27], [0.99, -0.04, 1.17], [0.55, -2.02, -0.68], [-1.67, 2.55, 0.31], [0.56, -1.04, -2.05], [0.62, -0.43, 0.65], [0.35, 0.03, -0.24], [0.33, 0.40, -0.95], [-0.08, -0.04, 0.15], [0.43, 0.12, -0.88], [0.09, -0.25, -0.10], [-0.86, -0.20, 0.68], [1.30, -0.49, -1.03], [0.77, -0.49, 0.40], [0.12, 0.31, -0.11], [-1.07, -0.06, 0.09], [-0.52, 0.48, 0.06], [-0.40, -0.62, -0.68], [-0.08, 0.30, 0.08], [0.23, -0.50, 0.31], [-0.30, 0.33, -0.08], [-0.93, 1.46, -0.36], [-1.02, -0.25, -0.05], [1.33, -0.30, 0.06], [0.13, -1.32, -1.22], [0.21, -0.31, 1.16], [0.33, -0.88, 0.57], [0.08, -0.62, 0.33], [0.99, -0.51, -1.71], [-0.56, -1.03, 0.14], [-0.51, 1.31, 0.12], [-0.69, -0.48, 3.22], [1.44, 1.47, -2.69], [-0.41, 1.76, 0.07], [-0.81, -0.55, 0.40], [-0.36, -0.12, -1.25], [0.75, 1.03, 0.06], [-1.00, -0.11, 0.37], [1.13, -1.06, -0.93], [0.35, 0.06, 1.62], [-2.06, -0.96, 0.40], [-0.17, -0.32, -0.57], [0.37, 0.45, -0.16], [1.58, 0.76, 0.78], [0.36, 1.34, -0.67], [-0.38, 0.01, 0.41], [0.49, 0.19, -0.09], [-0.09, 0.11, 0.21], [0.00, 0.29, 0.39], [0.32, -0.19, -0.46], [-0.31, -0.75, 0.07], [0.16, 0.16, 0.01], [0.09, -0.55, -0.35], [0.56, -0.05, -0.11], [-0.29, -0.38, -0.02], [0.00, 0.29, -0.28], [-0.66, 0.32, 0.05], [1.16, -1.47, 2.63], [1.47, 0.54, 0.58], [-0.20, -0.56, -0.32], [-0.29, -0.73, -1.45], [-1.10, -0.03, 0.19], [0.51, 0.15, -0.71], [-0.38, 1.22, -1.13], [-0.74, -0.43, -0.94], [0.10, 0.45, -0.29], [-0.05, -0.13, -0.26], [0.25, 0.78, 0.41], [0.58, -0.55, 0.68], [-0.49, 0.39, 0.41], [0.26, 0.30, 0.13], [-0.99, 1.27, 2.50], [0.70, -0.02, -0.25], [0.80, -0.95, -1.27], [-0.12, -0.13, -0.74], [-0.04, -0.06, -0.30], [-0.33, -0.06, 0.07]], "charge": 3, "homo_lumo_gap_ev": 6.7, "total_energy_ha": -5870.3812, "multiplicity": 1, "e_above_lowest_kj_mol": 143.52, "homo_ev": -14.568, "lumo_energy_ev": -7.883}

(2)
{"formula": "C39H41BBrClN6O5", "method": "ωB97M-V with the def2-TZVPD basis set", "symbols": ["C", "C", "C", "C", "C", "C", "C", "C", "C", "C", "B", "O", "O", "C", "C", "O", "Cl", "C", "O", "N", "C", "O", "Br", "H", "H", "H", "H", "H", "H", "H", "H", "H", "H", "H", "H", "H", "H", "H", "H", "C", "C", "C", "N", "C", "C", "H", "H", "H", "H", "H", "C", "C", "C", "N", "C", "C", "H", "H", "H", "H", "H", "C", "C", "C", "N", "C", "C", "H", "H", "H", "H", "H", "C", "C", "C", "N", "C", "C", "H", "H", "H", "H", "H", "C", "C", "C", "N", "C", "C", "H", "H", "H", "H", "H"], "coordinates": [[-1.372220, 2.942741, 3.908200], [-1.131072, 2.856010, 2.738651], [-0.768706, 2.707034, 1.332162], [0.533178, 3.430423, 0.989122], [0.947501, 3.120869, -0.465629], [2.445213, 3.053414, -0.786815], [2.502212, 2.898794, -2.261805], [2.672846, 2.504154, -3.381484], [3.323603, 1.913525, -0.229266], [3.264276, 0.536324, -0.920665], [1.822874, -0.085690, -1.207661], [0.877931, -0.302850, -0.235740], [1.488971, -0.470336, -2.477953], [3.537213, 1.784054, 1.309531], [2.640288, 0.764484, 1.971688], [1.498000, 0.867901, 2.224523], [3.493149, -0.770035, 2.397488], [4.710512, 2.517543, -0.623779], [5.705221, 1.925762, -0.904525], [4.669587, 3.965619, -0.524707], [3.269668, 4.363418, -0.453741], [2.899543, 5.088799, 0.657345], [3.064002, 5.762963, -1.880199], [-1.499228, 3.046661, 4.967267], [-0.741576, 1.665030, 1.027688], [-1.557345, 3.180005, 0.741769], [1.299119, 3.235745, 1.735328], [0.317530, 4.498135, 1.044776], [0.541471, 3.920519, -1.085490], [0.442957, 2.211008, -0.780287], [3.033562, 2.343764, -4.373276], [3.827925, 0.541947, -1.847056], [3.784482, -0.166510, -0.263524], [0.006268, -0.272912, -0.649925], [2.213984, -0.311776, -3.092545], [3.467272, 2.723549, 1.852259], [4.560279, 1.432288, 1.428301], [5.074112, 4.151536, 0.395671], [2.703582, 4.509702, 1.404617], [2.017518, -3.016463, -6.625565], [3.201830, -3.004575, -5.907723], [3.713320, -1.781237, -5.504326], [3.129914, -0.611961, -5.769472], [1.991014, -0.642601, -6.460854], [1.396301, -1.811044, -6.909681], [1.584227, -3.951103, -6.957788], [3.719548, -3.921353, -5.662471], [4.636656, -1.727845, -4.937873], [1.537509, 0.321872, -6.661759], [0.469668, -1.775415, -7.465586], [-5.230598, -0.665702, -0.451935], [-4.151020, -0.837936, -1.302407], [-3.048308, -0.016033, -1.135065], [-2.966836, 0.934747, -0.203587], [-4.014689, 1.087814, 0.603532], [-5.164447, 0.316063, 0.523176], [-6.108865, -1.292103, -0.548001], [-4.163872, -1.593458, -2.075979], [-2.180752, -0.119211, -1.780553], [-3.919504, 1.867877, 1.352480], [-5.984268, 0.481263, 1.208534], [2.579305, -4.897927, 0.297079], [2.966373, -5.914026, -0.561566], [3.818650, -5.601538, -1.610014], [4.286780, -4.376926, -1.842257], [3.904340, -3.413093, -1.006507], [3.058189, -3.617946, 0.073262], [1.914940, -5.099726, 1.127624], [2.616287, -6.927930, -0.423882], [4.147347, -6.368208, -2.303372], [4.299884, -2.424875, -1.219620], [2.782418, -2.794611, 0.716415], [-4.824056, 4.529917, 8.302308], [-3.701959, 5.241318, 7.910710], [-2.757872, 4.599028, 7.125285], [-2.866444, 3.332451, 6.727456], [-3.950325, 2.662811, 7.113332], [-4.954151, 3.212206, 7.895471], [-5.585634, 4.995355, 8.914674], [-3.560277, 6.271795, 8.205443], [-1.866764, 5.120812, 6.792321], [-4.010589, 1.634220, 6.774965], [-5.814256, 2.621021, 8.177505], [-4.017207, -6.286975, -0.724893], [-3.973068, -5.311696, 0.257519], [-4.880214, -4.266056, 0.189302], [-5.795554, -4.142014, -0.772253], [-5.822178, -5.088906, -1.708512], [-4.962111, -6.176080, -1.731082], [-3.325992, -7.119773, -0.706624], [-3.250815, -5.357745, 1.060787], [-4.879647, -3.481743, 0.938523], [-6.575010, -4.963781, -2.479198], [-5.032921, -6.914567, -2.517614]], "atomic_forces_ev_per_a": [[0.24, 0.20, 0.43], [0.19, -0.35, -0.24], [-0.17, 0.51, 0.06], [-0.29, 0.41, -0.36], [-0.09, 0.61, 0.91], [-0.79, 0.41, -0.84], [0.37, -0.80, 0.31], [0.42, 0.53, -0.20], [1.66, 0.11, -0.71], [-0.89, -0.51, 0.73], [0.10, -0.12, -0.29], [0.11, 0.61, -0.17], [0.13, -0.03, 0.04], [0.08, -0.51, -0.20], [-0.23, -0.09, 0.14], [-0.04, 0.12, 0.18], [0.08, 0.15, 0.02], [-0.05, 0.73, -0.08], [-0.01, -0.18, 0.17], [-0.79, -1.13, 1.28], [0.02, 0.49, -1.21], [0.36, -0.23, 0.51], [-0.22, -0.22, 0.25], [-0.27, -0.11, -0.18], [0.06, -0.12, 0.19], [-0.05, -0.18, -0.17], [-0.04, -0.36, 0.03], [0.16, 0.06, 0.16], [-0.01, -0.04, -0.16], [0.26, -0.19, -0.14], [-0.36, -0.20, -0.06], [0.12, 0.21, -0.02], [0.14, -0.02, -0.03], [-0.11, -0.46, 0.19], [-0.17, 0.07, -0.24], [-0.22, 0.05, 0.02], [0.02, -0.03, 0.10], [0.50, 0.60, -0.43], [-0.13, -0.03, -0.08], [-0.01, -0.03, -0.01], [-0.03, -0.01, -0.03], [0.08, 0.10, 0.06], [-0.08, -0.04, 0.12], [0.01, 0.09, 0.02], [0.03, -0.02, 0.00], [0.00, 0.00, 0.00], [0.02, 0.02, 0.04], [0.00, -0.06, 0.00], [-0.05, -0.02, -0.02], [0.00, 0.02, 0.00], [-0.17, -0.05, 0.03], [0.03, 0.00, 0.00], [0.05, 0.06, 0.04], [-0.06, -0.17, -0.16], [0.10, 0.10, 0.08], [0.07, -0.01, -0.06], [0.04, -0.05, -0.01], [0.01, -0.02, 0.01], [-0.04, -0.03, -0.07], [-0.03, -0.03, 0.03], [0.00, 0.02, 0.01], [-0.02, -0.02, 0.02], [0.00, 0.03, 0.01], [0.05, 0.01, -0.07], [-0.05, 0.00, 0.03], [0.03, 0.03, -0.08], [0.00, 0.00, -0.04], [0.00, 0.01, 0.00], [0.01, -0.01, -0.01], [-0.03, -0.04, 0.02], [-0.01, 0.01, 0.05], [-0.03, 0.01, -0.02], [-0.03, 0.02, 0.03], [-0.02, -0.02, 0.01], [0.07, -0.04, -0.06], [-0.07, 0.12, 0.18], [0.07, -0.09, -0.07], [0.01, 0.03, 0.01], [0.00, 0.00, 0.00], [0.02, 0.01, -0.01], [-0.02, 0.04, 0.02], [-0.04, 0.00, 0.01], [0.00, -0.02, -0.01], [0.04, -0.04, 0.00], [0.00, -0.02, 0.00], [-0.11, 0.11, -0.02], [0.13, -0.06, 0.02], [-0.10, 0.09, -0.03], [0.01, 0.01, 0.02], [0.00, 0.00, 0.00], [-0.01, 0.02, 0.01], [0.06, -0.01, 0.02], [0.01, -0.05, -0.02], [-0.02, 0.01, -0.01]], "charge": 0, "homo_lumo_gap_ev": 9.8, "total_energy_ha": -5274.4699, "multiplicity": 1, "smiles": "C#CCCC[C@]1(C#C)[C@](CB(O)O)(CC(=O)Cl)C(=O)N[C@@]1(O)Br.c1ccncc1.c1ccncc1.c1ccncc1.c1ccncc1.c1ccncc1", "homo_ev": -9.389, "lumo_energy_ev": 0.399}